{
  "formula": "C4H16N8O4Tl",
  "method": "wB97M-V/def2-TZVPD",
  "mol_weight_da": 444.607,
  "orbital_gap_ev": 3.23,
  "charge": 3,
  "elements": ["H", "N", "H", "N", "C", "H", "H", "N", "N", "H", "O", "H", "N", "C", "H", "H", "H", "N", "O", "O", "H", "N", "Tl", "H", "C", "O", "C", "H", "N", "H", "H", "H", "H"],
  "positions_angstrom": [[3.13533, -3.03266, -1.47563], [1.25662, 2.58249, -2.64416], [1.14736, 1.78067, -3.23506], [0.72070, -1.85799, -3.28760], [-0.98170, -0.24731, 4.16531], [2.75227, -3.23234, -3.12281], [0.92430, -2.35347, -4.13871], [-2.48687, -1.37727, 0.06407], [-2.23261, -0.75029, 3.97782], [-2.32206, -1.64368, 3.52963], [0.01235, -0.79577, 3.60236], [1.29808, 4.50738, -1.07169], [2.45941, -2.90481, -2.21258], [1.48702, 2.49346, -1.30841], [-0.69773, 0.82531, -1.44622], [-2.52160, -2.02398, 0.83597], [-2.27710, 0.33177, -1.85253], [-1.46378, 0.19623, -1.26474], [1.71197, 1.38303, -0.74050], [1.04535, -1.51963, -1.06029], [1.74051, 3.58041, 0.37699], [-0.84382, 0.90248, 4.87117], [1.94753, -0.54385, 1.43692], [1.27783, 3.51904, -3.01728], [-1.52364, -0.45156, -0.06529], [-0.68957, -0.20494, 0.82517], [1.38926, -2.08091, -2.12827], [-3.13500, -1.55412, -0.69221], [1.55525, 3.65040, -0.60713], [-3.02129, -0.27414, 4.38611], [0.09799, 1.06762, 5.19926], [-0.12600, -1.32885, -3.19633], [-1.63637, 1.35730, 5.29664]],
  "atomic_forces_ev_per_a": [[-0.27, 0.09, 0.16], [-0.19, 0.45, 1.43], [0.28, -0.05, -0.09], [0.06, 0.32, 1.28], [-1.43, 0.77, -0.56], [0.04, 0.00, 0.06], [-0.08, -0.13, -0.06], [0.19, 0.18, -0.11], [1.29, 0.72, 0.21], [-0.16, -0.08, 0.04], [0.44, -0.30, 0.13], [0.22, 0.27, 0.44], [-0.39, 0.31, -0.07], [0.79, 0.43, 0.10], [0.08, 0.08, 0.44], [0.13, 0.19, 0.15], [-0.11, -0.10, 0.21], [0.00, -0.12, -0.37], [-0.49, -0.25, -0.10], [-0.30, 0.49, 0.96], [0.03, 0.41, 0.05], [0.46, -1.25, -0.63], [-1.00, 0.35, -0.71], [-0.10, -0.23, -0.57], [-0.08, -0.34, -0.97], [0.30, -0.27, 0.76], [1.32, -0.93, -1.56], [-0.13, 0.16, 0.09], [-0.43, -1.23, -0.93], [-0.25, -0.41, 0.10], [-0.15, 0.46, 0.10], [-0.20, -0.04, -0.30], [0.13, 0.07, 0.30]],
  "lowdin_charge": [0.1373, 0.2138, 0.1226, 0.2194, -0.5402, 0.1419, 0.1402, 0.2792, 0.2397, 0.1285, -0.0165, 0.1391, 0.2365, -0.5717, 0.0932, 0.1417, 0.1456, 0.2392, -0.0642, -0.0369, 0.1316, 0.2516, 1.3343, 0.1353, -0.5713, -0.0312, -0.5532, 0.1518, 0.2280, 0.1404, 0.1461, 0.1046, 0.1434]
}